# 1
Entry from the OMol25 dataset: a 6-piece molecular cluster, C30H47BBrO18P overall (ωB97M-V with the def2-TZVPD basis set).

SMILES: COB(O)[C@@]1(P(C)O)OC(=O)O[C@]1(Br)CCCOC(C)=O.O=C1CCCO1.O=C1CCCO1.O=C1CCCO1.O=C1CCCO1.O=C1CCCO1
Total energy, a.u.: -5466.06929
Orbital gap, eV: 9.67
ΔE to the lowest compared entry with this formula, charge and spin, kcal per mole: 0.0
HOMO level, Eh: -0.3348
Max |F|, eV/A: 0.7

Last column: Mulliken charge in e.
Positions of all 98 atoms, in Å:
C (8.128, -1.589, 0.238)  -0.375
O (7.438, -0.461, 0.789)  -0.541
B (6.738, 0.377, -0.031)  1.013
O (7.088, 1.693, -0.171)  -0.637
C (5.475, -0.174, -0.882)  0.588
P (5.977, -0.246, -2.727)  -0.478
C (4.649, 0.658, -3.600)  -0.802
O (5.615, -1.801, -3.086)  -0.065
O (5.242, -1.557, -0.404)  -0.467
C (4.579, -1.475, 0.766)  0.702
O (4.336, -2.377, 1.490)  -0.574
O (4.186, -0.178, 0.978)  -0.472
C (4.128, 0.378, -0.349)  0.324
Br (3.996, 2.301, -0.224)  -0.046
C (2.882, -0.152, -1.090)  -0.496
C (1.674, -0.483, -0.205)  -0.497
C (0.785, -1.557, -0.846)  -0.326
O (-0.580, -1.137, -0.974)  -0.456
C (-1.240, -0.934, 0.199)  0.733
C (-2.190, 0.225, 0.138)  -0.769
O (-1.054, -1.621, 1.161)  -0.573
H (8.377, -2.256, 1.060)  0.217
H (7.508, -2.134, -0.474)  0.074
H (9.049, -1.254, -0.241)  0.287
H (7.151, 2.174, 0.660)  0.317
H (3.711, 0.103, -3.619)  0.128
H (4.979, 0.801, -4.630)  0.403
H (4.462, 1.631, -3.140)  0.385
H (4.684, -2.028, -2.932)  0.166
H (2.578, 0.610, -1.805)  0.777
H (3.177, -1.029, -1.672)  -0.680
H (1.075, 0.421, -0.071)  0.388
H (1.978, -0.810, 0.787)  0.469
H (0.839, -2.487, -0.279)  0.280
H (1.107, -1.779, -1.864)  0.213
H (-1.770, 1.067, 0.689)  0.215
H (-3.135, -0.061, 0.589)  0.169
H (-2.364, 0.513, -0.898)  0.366
O (4.821, -3.642, -6.374)  -0.613
C (5.221, -4.501, -5.641)  0.433
O (4.675, -5.748, -5.648)  -0.380
C (5.259, -6.553, -4.603)  -0.308
C (6.594, -5.888, -4.273)  -0.647
C (6.277, -4.427, -4.573)  0.335
H (4.577, -6.535, -3.751)  0.166
H (5.348, -7.573, -4.970)  0.389
H (6.906, -6.080, -3.249)  0.348
H (7.379, -6.247, -4.941)  0.275
H (5.826, -3.914, -3.727)  -0.353
H (7.134, -3.856, -4.922)  0.446
O (-2.764, 2.975, 2.717)  -0.613
C (-3.760, 2.357, 2.971)  0.193
O (-4.352, 1.554, 2.053)  -0.245
C (-5.596, 1.036, 2.572)  -0.261
C (-5.476, 1.142, 4.086)  -0.625
C (-4.588, 2.371, 4.237)  0.204
H (-6.406, 1.659, 2.186)  0.163
H (-5.718, 0.020, 2.205)  0.318
H (-6.440, 1.232, 4.580)  0.297
H (-4.966, 0.266, 4.489)  0.289
H (-5.171, 3.293, 4.242)  -0.129
H (-3.955, 2.345, 5.120)  0.450
O (-8.010, 5.700, 2.949)  -0.613
C (-7.207, 5.535, 2.076)  0.509
O (-6.870, 4.301, 1.635)  -0.345
C (-5.796, 4.388, 0.678)  -0.197
C (-5.862, 5.805, 0.121)  -0.585
C (-6.399, 6.578, 1.325)  -0.433
H (-4.861, 4.193, 1.206)  0.083
H (-5.939, 3.619, -0.077)  0.339
H (-4.902, 6.159, -0.245)  0.337
H (-6.578, 5.848, -0.701)  0.273
H (-5.597, 6.912, 1.986)  0.243
H (-7.026, 7.429, 1.073)  0.348
O (-4.977, 2.940, 7.659)  -0.588
C (-5.942, 3.603, 7.414)  0.488
O (-6.712, 3.370, 6.324)  -0.268
C (-7.741, 4.373, 6.203)  -0.286
C (-7.908, 4.933, 7.612)  -0.505
C (-6.496, 4.793, 8.175)  -0.456
H (-7.405, 5.127, 5.489)  0.123
H (-8.634, 3.896, 5.808)  0.330
H (-8.296, 5.949, 7.617)  0.328
H (-8.595, 4.305, 8.181)  0.268
H (-5.870, 5.658, 7.945)  0.255
H (-6.455, 4.604, 9.244)  0.328
O (3.285, -3.751, -3.275)  -0.658
C (2.480, -4.350, -3.938)  0.538
O (2.121, -5.614, -3.639)  -0.349
C (1.253, -6.139, -4.662)  -0.401
C (0.645, -4.913, -5.336)  -0.612
C (1.774, -3.895, -5.194)  -0.311
H (1.861, -6.728, -5.351)  0.211
H (0.523, -6.787, -4.183)  0.377
H (0.342, -5.105, -6.362)  0.347
H (-0.231, -4.581, -4.777)  0.245
H (2.498, -3.948, -6.009)  0.151
H (1.440, -2.866, -5.086)  0.395

---

# 2
Entry from the OMol25 dataset: a 2-piece molecular cluster, C4H11NO3 overall in a non-equilibrium geometry (ωB97M-V with the def2-TZVPD basis set).

SMILES: N[C@H](C=O)CCO.O
Total energy, a.u.: -439.44636
Orbital gap, eV: 9.87
ΔE to the lowest compared entry with this formula, charge and spin, kcal per mole: 49.9
HOMO level, Eh: -0.3349
Max |F|, eV/A: 2.2

Last column: Mulliken charge in e.
Positions of all 19 atoms, in Å:
O (0.849, 1.980, -1.162)  -0.530
C (0.418, 0.893, -1.441)  -0.262
C (0.165, -0.252, -0.410)  0.478
C (-1.215, -0.015, 0.125)  -0.872
C (-1.824, -1.249, 0.848)  -0.495
O (-2.873, -1.861, 0.127)  -0.539
N (1.161, -0.351, 0.636)  -0.653
H (0.048, 0.679, -2.441)  0.426
H (0.190, -1.131, -1.071)  0.177
H (-1.964, 0.192, -0.664)  0.372
H (-1.367, 0.847, 0.784)  0.432
H (-2.279, -0.885, 1.785)  0.266
H (-1.108, -1.999, 1.192)  0.318
H (-2.588, -2.259, -0.713)  0.319
H (2.086, -0.007, 0.382)  0.338
H (0.934, 0.148, 1.479)  0.251
H (2.863, 2.017, -0.537)  0.335
H (3.180, 1.798, 0.983)  0.328
O (3.323, 1.455, 0.100)  -0.689

---

# 3
Entry from the OMol25 dataset: an isolated ion of composition C3H6O3P and charge -1 in a non-equilibrium geometry (ωB97M-V with the def2-TZVPD basis set).

SMILES: CC1(C)O[P@@]1(=O)[O-]
Total energy, a.u.: -685.08202
Orbital gap, eV: 8.21
Net charge: -1
ΔE to the lowest compared entry with this formula, charge and spin, kcal per mole: 18.0
HOMO level, Eh: -0.1566
Max |F|, eV/A: 3.2

Last column: Mulliken charge in e.
Positions of all 13 atoms, in Å:
C (-0.056, 0.039, -0.154)  0.908
C (-0.848, 1.288, 0.191)  -1.201
C (-0.772, -1.327, -0.212)  -1.283
O (2.384, -1.346, 0.405)  -0.736
O (0.979, 0.214, -1.228)  -0.521
O (2.625, 1.128, 0.622)  -0.742
P (1.795, 0.002, 0.223)  0.775
H (-1.688, 1.050, 0.850)  0.361
H (-1.321, 1.890, -0.679)  0.209
H (-0.208, 1.967, 0.780)  0.313
H (-1.819, -1.231, -0.028)  0.397
H (-0.296, -1.938, 0.537)  0.303
H (-0.774, -1.735, -1.306)  0.218